Entry 1:
A cluster of 5 separate species, C4H16O4 in total at a distorted geometry, computed with ωB97M-V/def2-TZVPD.

```
! wB97M-V def2-TZVPD RIJCOSX def2/J DEFGRID3
* xyz 0 1
C 1.7266 -0.5727 -0.2976
C 1.0830 0.6867 -0.8568
C 0.1160 0.5220 -1.7672
C -0.3854 1.5536 -2.6785
H 0.9255 -1.3193 -0.2391
H 2.5840 -0.9813 -0.8066
H 1.9597 -0.5155 0.7617
H 1.5401 1.6812 -0.8355
H -0.2373 -0.5072 -1.9685
H -1.4596 1.4923 -2.5307
H -0.2708 1.2657 -3.7391
H -0.2025 2.6318 -2.6458
O -1.9153 -0.9236 0.3106
H -1.6599 0.0131 0.3458
H -2.1157 -1.3154 1.1649
O -0.9188 2.6247 2.1856
H -0.2719 3.3389 2.2524
H -0.4192 1.8314 1.9150
O 0.8662 -3.7095 0.1734
H 0.6514 -2.8474 0.5309
H 0.2600 -3.6592 -0.5733
O -0.6232 -0.2293 2.8177
H -0.2875 -1.1296 2.7969
H -0.9453 0.0687 3.6836
*
```

## Properties
ΔE to the lowest compared entry with this formula, charge and spin: 158.1 kJ/mol
Kohn-Sham gap: 9.55 eV
structure (SMILES): C/C=C/C.O.O.O.O
max |F|: 2.41 eV/A
E_HOMO: -9.23 eV

Entry 2:
A structure of composition C4H17BCl4F6KN6Na at a distorted geometry, computed with ωB97M-V/def2-TZVPD.

```
! wB97M-V def2-TZVPD RIJCOSX def2/J DEFGRID3
* xyz 0 1
C -2.0067 -0.0322 0.3621
C -0.6793 -0.0791 0.9115
N -0.3890 0.1735 2.2201
C 0.9466 0.0311 2.2487
N 1.7666 0.1898 3.2939
N 1.4635 -0.2878 1.0670
N 0.4130 -0.3358 0.2290
H -1.9060 0.0668 -0.7117
H -2.4909 0.8502 0.7625
H -2.5464 -0.9673 0.5522
H 2.7600 0.0022 3.0582
H 1.4125 0.5305 4.1646
H 2.4549 -0.4444 0.8677
H 0.4684 -0.5137 -0.7698
F 3.7838 -0.4436 1.9109
Na 4.9584 -1.9010 0.9230
Cl -4.4519 -0.7668 -0.9033
N -6.0425 0.7749 -3.5123
H -5.6545 0.3269 -2.6830
H -6.4993 0.0765 -4.0820
H -6.7008 1.4984 -3.2480
H -5.1672 1.1671 -4.1477
B -1.4913 1.2004 -3.2055
F -2.3082 2.1036 -3.7537
F -2.0469 -0.0629 -3.0004
F -0.2866 1.0696 -4.0720
F -1.1242 1.5980 -1.8518
F -4.3718 1.9025 -4.9556
N 7.1801 -5.7990 1.4672
H 6.9766 -5.3603 2.3775
H 6.2871 -6.0052 0.9933
H 7.7109 -5.1281 0.8894
H 7.7227 -6.6644 1.6001
K -3.1577 -0.6197 2.5090
Cl 0.4863 3.0582 -3.3723
C 0.6146 3.6694 2.4008
Cl -0.1020 3.7634 0.7996
Cl -0.1383 4.7797 3.5634
H 0.4898 2.6612 2.7723
H 1.6655 3.9174 2.3252
*
```

## Properties
ΔE to the lowest compared entry with this formula, charge and spin: 0.0 kJ/mol
Kohn-Sham gap: 1.40 eV
max |F|: 2.58 eV/A
E_HOMO: -4.88 eV

Entry 3:
A structure of composition C4H17BrCdNO4 at a distorted geometry, computed with ωB97M-V/def2-TZVPD.

```
! wB97M-V def2-TZVPD RIJCOSX def2/J DEFGRID3
* xyz 1 1
Cd -1.1103 0.4114 0.4718
Br -1.1138 -0.3668 2.9500
C 3.2817 0.2296 0.2616
C 1.8477 0.2147 -0.2054
C 1.2575 -1.1937 -0.1614
O -0.1661 -1.2267 -0.2694
C -0.6829 -2.5669 -0.3227
N 0.9298 1.1490 0.4863
H 3.8170 -0.5845 -0.2325
H 3.2871 -0.0266 1.3247
H 3.7973 1.1670 0.0763
H 1.7479 0.4441 -1.2736
H 1.5803 -1.7804 0.7077
H 1.7069 -1.7271 -1.0088
H -0.4888 -2.9075 -1.3439
H -1.7644 -2.6018 -0.2350
H -0.1608 -3.1985 0.3874
H 1.1889 1.2604 1.4776
H 1.2362 2.0976 0.2309
O -1.1553 0.9025 -1.6763
H -1.0860 1.8250 -1.9607
H -1.4053 0.4183 -2.4773
O -1.7844 2.4470 0.7066
H -2.0252 2.9181 1.5218
H -2.0166 3.0549 -0.0107
O -3.1985 -0.0809 0.0748
H -3.6439 -0.8866 0.3775
H -3.8760 0.6084 0.1228
*
```

## Properties
ΔE to the lowest compared entry with this formula, charge and spin: 85.6 kJ/mol
Kohn-Sham gap: 8.16 eV
max |F|: 3.42 eV/A
E_HOMO: -11.66 eV

Entry 4:
A structure of composition C4H17INO4 at a distorted geometry, computed with ωB97M-V/def2-TZVPD.

```
! wB97M-V def2-TZVPD RIJCOSX def2/J DEFGRID3
* xyz -1 1
I -1.8535 -0.5452 -0.6294
C 1.7308 -1.5223 0.0216
C 1.4118 -0.2425 0.8659
C 1.3957 1.0654 -0.0882
O 2.5128 0.9931 -0.9945
C 2.6289 1.9267 -2.0516
N 0.0681 -0.4543 1.4795
H 0.9460 -1.7701 -0.6932
H 1.6242 -2.4098 0.6452
H 2.5895 -1.3032 -0.6131
H 2.1225 -0.1037 1.6806
H 1.4016 1.9393 0.5631
H 0.5195 1.2634 -0.7056
H 2.7185 2.9005 -1.5702
H 1.6587 1.9705 -2.5465
H 3.4220 1.6808 -2.7578
H 0.1389 -1.3788 1.8800
H -0.5740 -0.5861 0.7111
O -2.6037 1.8963 0.6869
H -2.0020 1.5621 0.0218
H -3.3702 2.1870 0.1928
O -2.4223 0.2972 1.9655
H -2.3057 -0.1888 1.1492
H -2.5862 -0.3770 2.6249
O -2.9695 -3.2444 -0.3932
H -2.7251 -2.3316 -0.2405
H -3.4772 -3.2245 -1.2044
*
```

## Properties
ΔE to the lowest compared entry with this formula, charge and spin: 506.5 kJ/mol
Kohn-Sham gap: 7.31 eV
max |F|: 7.28 eV/A
E_HOMO: -4.16 eV

Entry 5:
The ion C4H17N10P with charge +2 at a distorted geometry, computed with ωB97M-V/def2-TZVPD.

```
! wB97M-V def2-TZVPD RIJCOSX def2/J DEFGRID3
* xyz 2 1
C -0.0039 0.6760 2.9043
N 0.0215 -0.2302 1.7867
P -0.2456 -0.1505 0.2601
N -0.1331 -1.3675 -0.6146
C 0.5192 -2.5270 -0.3655
N 0.5539 -3.4869 -1.3600
N 0.9643 -2.8037 0.8867
N 1.0445 1.1857 -0.7623
C 2.2444 1.6854 -0.5689
N 3.1120 1.8490 -1.6274
N 2.6932 2.2114 0.5577
N -1.6045 0.8109 -0.3426
C -2.8503 0.2731 -0.6172
N -3.7511 1.0848 -1.1649
N -3.2087 -0.8696 -0.1059
H -0.5947 0.1551 3.6883
H -0.5126 1.6555 2.7170
H 0.9750 0.9248 3.3340
H 0.1501 -3.0874 -2.1923
H 1.2936 -4.2376 -1.6141
H 0.9871 -2.1467 1.6596
H 1.4640 -3.6974 0.9481
H 0.7810 1.0625 -1.7349
H 3.0343 1.2985 -2.5014
H 4.0003 2.4212 -1.6282
H 3.4211 2.9299 0.5280
H 1.9937 2.4244 1.2100
H -1.2916 1.6468 -0.7660
H -4.7793 0.9721 -1.3277
H -3.3965 1.8876 -1.6970
H -4.1727 -1.1979 -0.0604
H -2.7089 -1.3524 0.5708
*
```

## Properties
ΔE to the lowest compared entry with this formula, charge and spin: 0.0 kJ/mol
Kohn-Sham gap: 9.97 eV
structure (SMILES): CN=[P@](N=C(N)N)(NC(N)=[NH2+])[NH+]=C(N)N
max |F|: 5.46 eV/A
E_HOMO: -15.64 eV

Entry 6:
A cluster of 3 separate species, C4H17N2O2 in total at a distorted geometry, computed with ωB97M-V/def2-TZVPD.

```
! wB97M-V def2-TZVPD RIJCOSX def2/J DEFGRID3
* xyz 1 1
N 0.8769 -2.5202 0.0604
C -0.2523 -2.0102 0.9380
C -0.8747 -0.6326 0.6575
N 0.2698 0.2024 -0.0051
C -0.3213 1.4174 -0.7653
C 0.5506 2.5869 -0.3015
H 0.4805 -3.4187 -0.5122
H 1.7473 -2.5466 0.6124
H 0.9201 -0.4417 -0.6636
H -1.1965 -2.7118 0.8302
H 0.0931 -1.9813 2.0811
H -1.1887 -0.1487 1.5000
H -1.7371 -0.7555 0.0230
H 1.0797 0.4605 0.6845
H -1.3757 1.5203 -0.3661
H -0.2701 1.4218 -1.8584
H 1.4607 2.9884 -0.7335
H 0.0129 3.6274 -0.2873
H 0.6295 2.4475 0.8134
H -3.5093 -1.2938 -3.0511
H -2.0800 -1.6024 -3.1616
O -2.7123 -0.9022 -2.7274
H 3.0499 1.0143 1.8030
H 2.1466 2.0936 2.4094
O 2.2006 1.1853 2.0204
*
```

## Properties
ΔE to the lowest compared entry with this formula, charge and spin: 320.8 kJ/mol
Kohn-Sham gap: 10.66 eV
max |F|: 5.02 eV/A
E_HOMO: -13.42 eV

Entry 7:
A cluster of 4 separate species, C4H17N2O3S in total at a distorted geometry, computed with ωB97M-V/def2-TZVPD.

```
! wB97M-V def2-TZVPD RIJCOSX def2/J DEFGRID3
* xyz -1 1
C -1.0743 1.2799 2.1736
C -0.6826 0.8658 0.8116
C 0.7699 1.2511 0.4508
S 0.9744 1.8031 -1.2781
N -0.9373 -0.6569 0.6634
C -0.8965 -1.0486 -0.7575
N -0.3954 -2.4035 -1.0664
H -1.9646 0.7504 2.4854
H -1.2295 2.3438 2.1785
H -0.2812 0.9653 2.9079
H -1.3058 1.2702 -0.0062
H 0.9109 2.1278 1.0911
H 1.4476 0.3998 0.5581
H -1.8599 -0.8728 1.0581
H -1.8372 -0.9178 -1.2820
H -0.1415 -0.5045 -1.4104
H -0.8370 -3.2281 -0.6902
H 0.5641 -2.4379 -0.7672
H 0.4582 -1.6496 2.6508
H -0.1182 -1.1723 3.9368
O 0.2656 -1.9651 3.5488
H 2.1793 -1.7633 0.4592
H 2.6033 -0.9741 -0.7335
O 2.6896 -1.8654 -0.3560
H -0.8709 1.4886 -2.6013
H -2.3071 0.9433 -2.9081
O -1.6222 1.5395 -3.2437
*
```

## Properties
ΔE to the lowest compared entry with this formula, charge and spin: 16.4 kJ/mol
Kohn-Sham gap: 6.48 eV
max |F|: 3.39 eV/A
E_HOMO: -3.30 eV

Entry 8:
A cluster of 4 separate species, C4H17N2O4S in total at a distorted geometry, computed with ωB97M-V/def2-TZVPD.

```
! wB97M-V def2-TZVPD RIJCOSX def2/J DEFGRID3
* xyz 1 1
N 0.5903 1.3346 -0.7191
C 0.0802 -0.0977 -0.7232
C 0.7380 -0.9250 -1.8076
S 2.5140 -1.0982 -1.4352
C -1.4514 -0.0170 -1.0146
N -2.2772 -1.0399 -0.6786
C -1.8491 -2.2740 -0.0423
O -1.8731 1.0138 -1.5298
H 1.3817 1.4187 -0.0182
H -0.1825 2.0475 -0.4477
H 0.8620 1.6135 -1.6162
H 0.2105 -0.5093 0.2940
H 0.5908 -0.4826 -2.7944
H 0.2792 -1.9494 -1.8980
H 2.9784 -1.4837 -2.6615
H -3.2537 -0.8962 -0.8871
H -1.1276 -2.0612 0.7574
H -1.4167 -3.0149 -0.8005
H -2.7132 -2.7658 0.4502
H 1.0498 2.1629 1.9652
H 1.5396 0.7229 2.0478
O 1.6828 1.5637 1.6236
H 1.9212 -1.5028 2.3461
H 0.8076 -1.0598 3.2784
O 1.1293 -0.9451 2.3961
H -0.2895 4.0681 1.1773
H -1.3944 3.0529 1.5304
O -0.5271 3.1239 1.2077
*
```

## Properties
ΔE to the lowest compared entry with this formula, charge and spin: 0.0 kJ/mol
Kohn-Sham gap: 10.01 eV
max |F|: 2.27 eV/A
E_HOMO: -12.71 eV

Entry 9:
A cluster of 4 separate species, C4H17N3O4 in total at a distorted geometry, computed with ωB97M-V/def2-TZVPD.

```
! wB97M-V def2-TZVPD RIJCOSX def2/J DEFGRID3
* xyz 0 1
N 0.3641 0.6465 -3.0283
C 0.3014 1.5118 -1.8781
C -0.8335 1.1894 -0.8486
N -0.2079 0.5231 0.2936
C -0.6074 0.3576 1.6107
O 0.0463 -0.4097 2.3015
C -1.7720 1.1617 2.0419
N -2.8285 0.2283 2.5472
H 0.0152 1.0144 -3.8721
H 1.1731 0.0474 -3.0732
H 1.1834 1.4287 -1.2456
H 0.2814 2.5404 -2.2402
H -1.4847 0.4589 -1.3293
H -1.2932 2.1370 -0.5901
H 0.5694 -0.0817 0.0609
H -1.5651 1.8739 2.8413
H -2.3267 1.7849 1.3462
H -2.4839 -0.2999 3.3258
H -3.0479 -0.3963 1.7869
O 2.2084 -1.5836 -1.8651
H 1.3719 -2.0190 -1.5996
H 2.7233 -1.6379 -1.0478
O -0.5417 -2.1457 -1.6892
H -0.3649 -1.4941 -2.3666
H -0.6566 -1.6224 -0.8687
O 2.8453 -0.6701 1.3473
H 2.2525 0.0611 1.5392
H 3.6787 -0.4097 1.6937
*
```

## Properties
ΔE to the lowest compared entry with this formula, charge and spin: 107.3 kJ/mol
Kohn-Sham gap: 10.10 eV
structure (SMILES): NCCNC(=O)CN.O.O.O
max |F|: 2.90 eV/A
E_HOMO: -9.49 eV